This record from OMol25 describes a structure of composition C29H42BN9PtS5 in a non-equilibrium geometry. The level of theory is ωB97M-V/def2-TZVPD.

HOMO: -13.43 eV
Kohn-Sham gap: 0.236 hartree
charge: +2

Last column: Löwdin charge in e.
Positions of all 87 atoms, in Å:
Pt -0.673 -0.874 -0.700  0.6565
C 3.963 -2.719 3.496  -0.0155
C 3.325 -2.480 2.128  -0.5255
C 4.349 -2.622 0.998  -0.0144
C 2.229 -3.513 1.910  -0.0773
N 2.842 -1.046 2.095  0.0330
C 3.767 -0.036 2.277  -0.0132
C 3.124 1.138 2.142  -0.0099
N 1.803 0.863 1.882  0.0239
B 0.797 2.024 1.708  -0.5440
N 0.905 2.588 0.263  0.0120
C 0.757 3.927 0.045  -0.0071
C 0.999 4.161 -1.264  -0.0055
N 1.299 2.961 -1.858  0.0422
C 1.207 1.996 -0.907  -0.6059
S 1.376 0.277 -1.123  0.7505
C 1.642 2.937 -3.338  -0.5151
C 2.701 4.010 -3.587  -0.0193
C 0.354 3.251 -4.097  -0.0184
C 2.202 1.599 -3.806  -0.0684
N -0.674 1.664 2.075  0.0245
C -1.089 1.642 3.385  -0.0184
C -2.421 1.416 3.394  -0.0003
N -2.830 1.286 2.082  0.0311
C -1.738 1.422 1.299  -0.6162
S -1.652 1.289 -0.435  0.6928
C -4.271 1.175 1.637  -0.5193
C -4.503 -0.088 0.798  -0.0335
C -5.165 1.105 2.870  -0.0410
C -4.616 2.440 0.849  -0.0278
C 1.643 -0.468 1.849  -0.6222
S 0.112 -1.245 1.597  0.7749
H 4.276 -3.760 3.565  0.1011
H 3.246 -2.527 4.296  0.1004
H 4.842 -2.096 3.658  0.0843
H 4.660 -3.663 0.920  0.1009
H 5.240 -2.019 1.170  0.0862
H 3.906 -2.322 0.046  0.0931
H 2.702 -4.493 1.969  0.1004
H 1.772 -3.415 0.927  0.0563
H 1.454 -3.466 2.673  0.0728
H 4.804 -0.228 2.476  0.1337
H 3.494 2.144 2.234  0.1407
H 1.130 2.899 2.458  0.1358
H 0.514 4.612 0.838  0.1429
H 0.962 5.086 -1.808  0.1355
H 2.353 5.014 -3.353  0.0810
H 2.965 3.997 -4.643  0.1028
H 3.606 3.807 -3.011  0.1033
H -0.020 4.248 -3.860  0.0924
H -0.421 2.523 -3.855  0.0589
H 0.551 3.214 -5.169  0.1021
H 3.073 1.296 -3.223  0.0877
H 2.523 1.725 -4.840  0.1054
H 1.460 0.807 -3.777  0.0125
H -0.414 1.825 4.203  0.1423
H -3.094 1.361 4.229  0.1276
H -4.806 -0.921 1.434  0.0829
H -3.629 -0.384 0.222  0.0254
H -5.311 0.095 0.091  0.1050
H -4.905 0.263 3.514  0.0925
H -6.189 0.956 2.532  0.1061
H -5.138 2.029 3.450  0.0983
H -4.102 2.473 -0.111  0.0566
H -4.357 3.331 1.422  0.1001
H -5.689 2.458 0.661  0.1013
C -0.815 0.024 -6.010  -0.3883
S 0.132 -1.417 -5.474  0.9353
C -0.213 -1.490 -3.776  -1.0528
S -1.124 -0.246 -2.985  0.5975
N 0.225 -2.547 -3.182  -0.0572
N -0.188 -2.630 -1.895  -0.1701
C -0.275 -3.782 -1.356  -0.0338
C -0.978 -3.866 -0.091  -0.2864
C -0.972 -5.023 0.669  0.0127
C -1.688 -5.054 1.855  -0.0088
C -2.408 -3.933 2.225  -0.0109
C -2.358 -2.809 1.417  -0.1744
N -1.659 -2.762 0.283  -0.0759
H -0.656 0.092 -7.084  0.0519
H -0.452 0.928 -5.527  -0.0023
H -1.873 -0.123 -5.809  0.0425
H 0.060 -4.668 -1.886  0.1552
H -0.399 -5.877 0.334  0.1335
H -1.681 -5.938 2.478  0.1289
H -3.004 -3.920 3.127  0.1250
H -2.896 -1.912 1.685  0.0871

***

This record from OMol25 describes a structure of composition C29H42BN9RhS5. The level of theory is ωB97M-V/def2-TZVPD.

multiplicity: 5
HOMO (spin up / spin down): -8.47 / -10.45 eV
Kohn-Sham gap (spin up / spin down): 0.224 / 0.261 hartree
charge: +1
expectation value of S²: 6.033
energy relative to the best compared isomer or geometry (same formula, charge and spin): 20.2 kcal/mol

Last column: Mulliken spin population.
Positions of all 87 atoms, in Å:
Rh -0.654 0.200 -0.566  2.2818
C 4.173 3.571 2.414  0.0010
S 3.918 1.794 2.286  0.0019
C 3.163 1.672 0.630  0.0660
S 0.844 -0.211 1.883  0.0521
N 3.208 2.694 -0.293  0.0117
N 0.624 1.873 -0.781  0.2109
C 0.535 2.429 -2.026  0.3351
C -0.566 2.122 -2.852  0.1129
C -0.752 2.738 -4.111  0.1237
C -1.890 2.479 -4.830  -0.0178
C -2.852 1.606 -4.305  0.1657
C -2.595 1.008 -3.089  -0.0411
N -1.490 1.231 -2.382  0.2168
H 5.083 3.727 2.988  0.0006
H 3.341 4.063 2.913  0.0004
H 4.299 3.983 1.414  -0.0010
H 1.289 3.131 -2.363  0.0344
H 0.002 3.419 -4.482  0.0036
H -2.046 2.953 -5.790  -0.0013
H -3.772 1.394 -4.830  0.0102
H -3.304 0.316 -2.649  0.0048
C -3.323 -4.796 -1.966  -0.0002
C -2.085 -3.905 -2.032  0.0037
C -0.934 -4.690 -2.658  0.0035
C -2.447 -2.651 -2.829  0.0100
N -1.697 -3.512 -0.635  0.0362
C -2.235 -4.093 0.510  0.0028
C -1.572 -3.612 1.567  0.0126
N -0.603 -2.718 1.103  0.0033
B 0.032 -1.844 2.086  0.0071
N 2.458 -0.700 0.919  -0.0030
C 2.944 -1.938 0.622  0.0004
C 4.004 -1.778 -0.207  0.0003
N 4.173 -0.426 -0.413  -0.0012
C 3.211 0.206 0.301  -0.0321
S 1.635 2.616 0.299  0.0105
C 5.199 0.160 -1.338  0.0002
C 4.469 0.687 -2.573  -0.0060
C 6.166 -0.946 -1.754  -0.0001
C 5.992 1.254 -0.624  -0.0001
N -0.864 0.082 2.918  0.0056
C -0.742 0.451 4.239  0.0059
C -1.804 1.210 4.560  0.0072
N -2.600 1.328 3.427  0.0065
C -1.998 0.629 2.436  0.0055
S -2.564 0.349 0.826  0.2252
C -3.828 2.190 3.481  -0.0028
C -4.592 2.241 2.165  0.0174
C -4.744 1.613 4.562  -0.0001
C -3.369 3.605 3.839  0.0013
C -0.686 -2.697 -0.277  0.0120
S 0.430 -1.901 -1.294  0.0955
H -3.656 -4.973 -2.987  -0.0001
H -4.144 -4.316 -1.432  -0.0001
H -3.113 -5.768 -1.519  0.0002
H -1.255 -5.080 -3.623  0.0004
H -0.661 -5.536 -2.026  0.0000
H -0.059 -4.065 -2.817  -0.0038
H -2.649 -2.940 -3.861  -0.0016
H -1.650 -1.914 -2.834  -0.0007
H -3.355 -2.199 -2.422  -0.0047
H -3.061 -4.774 0.471  0.0022
H -1.715 -3.780 2.619  0.0025
H -0.064 -2.267 3.184  0.0011
H 2.494 -2.842 0.994  0.0005
H 4.639 -2.514 -0.658  -0.0001
H 3.916 -0.119 -3.059  0.0000
H 5.202 1.074 -3.281  -0.0007
H 3.785 1.491 -2.305  0.0043
H 5.681 -1.716 -2.355  0.0000
H 6.655 -1.407 -0.895  0.0001
H 6.940 -0.494 -2.371  0.0000
H 5.407 2.155 -0.469  0.0011
H 6.846 1.520 -1.248  -0.0001
H 6.369 0.896 0.334  -0.0002
H 0.102 0.147 4.833  0.0027
H -2.073 1.675 5.489  0.0017
H -4.970 1.265 1.870  -0.0007
H -3.994 2.648 1.354  -0.0039
H -5.446 2.901 2.322  0.0009
H -5.024 0.588 4.320  0.0003
H -5.652 2.213 4.617  0.0000
H -4.282 1.624 5.548  -0.0001
H -2.678 3.986 3.087  -0.0004
H -2.883 3.650 4.813  0.0000
H -4.236 4.265 3.872  -0.0001

***

This record from OMol25 describes a cluster of 4 separate species, C29H42BNO4P in total in a non-equilibrium geometry. The level of theory is ωB97M-V/def2-TZVPD.

HOMO: -10.81 eV
Kohn-Sham gap: 0.240 hartree
charge: +1
energy relative to the best compared isomer or geometry (same formula, charge and spin): 171.3 kcal/mol

Last column: Löwdin charge in e.
Positions of all 78 atoms, in Å:
C -3.936 -0.283 -0.912  -0.0024
C -3.272 0.624 0.080  -0.0527
C -2.479 2.030 -0.322  -0.3315
C -3.240 3.214 0.582  -0.1088
O -4.677 2.902 0.553  -0.1877
C -5.405 3.692 -0.451  -0.1857
C -6.089 2.812 -1.660  -0.2131
C -7.734 2.654 -1.525  -0.1317
C -0.906 2.059 0.136  -0.0803
N 0.035 1.332 -0.846  -0.1832
P -0.006 -0.437 -0.636  0.9026
O 0.249 -0.777 0.918  -0.4436
C -0.161 1.819 -2.264  -0.1522
B -0.361 0.640 -3.391  -0.3984
C 0.809 -0.318 -4.036  -0.0555
O -1.750 0.445 -3.918  0.0297
C -1.412 2.911 -2.339  -0.1044
O -2.660 2.427 -1.727  -0.1259
H -3.331 -0.995 -1.654  0.0663
H -5.119 -0.306 -1.068  0.0993
H -3.363 0.335 1.234  0.1505
H -2.842 3.044 1.687  0.1540
H -2.956 4.294 0.232  0.1517
H -4.754 4.529 -0.978  0.1294
H -6.307 4.245 0.100  0.1370
H -5.871 3.365 -2.694  0.1167
H -5.667 1.727 -1.779  0.0779
H -7.936 1.513 -1.257  0.0802
H -8.207 3.323 -0.689  0.0770
H -8.165 2.862 -2.609  0.0853
H -0.854 1.572 1.220  0.1608
H -0.513 3.176 0.289  0.1754
H 1.011 1.644 -0.557  0.1738
H 1.032 -1.144 -1.360  0.0655
H -1.258 -1.062 -0.975  0.0557
H 0.809 2.436 -2.585  0.1909
H 1.893 -0.118 -3.643  0.0724
H 0.512 -1.438 -3.757  0.0988
H 0.731 -0.240 -5.224  0.1172
H -2.392 0.268 -3.170  0.0774
H -1.066 3.979 -1.943  0.1554
H -1.646 3.071 -3.492  0.1690
C 0.918 -2.745 4.407  -0.0852
C 0.740 -3.058 5.755  -0.0894
C -0.191 -2.354 6.518  -0.0928
C -0.952 -1.343 5.930  -0.0978
C -0.777 -1.033 4.582  -0.1022
C 0.161 -1.730 3.821  -0.0981
H 1.646 -3.292 3.814  0.0856
H 1.328 -3.850 6.211  0.1031
H -0.325 -2.593 7.569  0.1024
H -1.681 -0.797 6.524  0.0999
H -1.371 -0.246 4.124  0.0873
H 0.301 -1.485 2.772  0.0427
C 3.996 -6.306 0.181  -0.0925
C 3.246 -5.159 -0.076  -0.1042
C 3.248 -4.105 0.836  -0.1071
C 4.009 -4.193 2.002  -0.1037
C 4.762 -5.339 2.257  -0.0879
C 4.753 -6.397 1.349  -0.0875
H 3.991 -7.130 -0.529  0.1028
H 2.658 -5.088 -0.988  0.0941
H 2.658 -3.214 0.638  0.0824
H 4.014 -3.369 2.710  0.0972
H 5.356 -5.407 3.165  0.1045
H 5.335 -7.292 1.551  0.1044
C 5.337 2.982 -1.240  -0.0861
C 4.341 2.262 -0.581  -0.1115
C 4.120 0.923 -0.902  -0.1232
C 4.902 0.301 -1.875  -0.0966
C 5.901 1.020 -2.531  -0.0792
C 6.116 2.362 -2.218  -0.0765
H 5.507 4.027 -0.993  0.1066
H 3.736 2.745 0.182  0.0947
H 3.339 0.364 -0.393  0.0790
H 4.733 -0.744 -2.122  0.1031
H 6.511 0.534 -3.289  0.1092
H 6.890 2.923 -2.733  0.1092